# 1
17
Properties=species:S:1:pos:R:3:mulliken_charge:R:1 method="wB97M-V/def2-TZVPD" homo_energy_ha=-0.377 lumo_energy_ev=0.84 gap_ev=11.104 e_above_lowest_kcal_mol=79.21 smiles=CCN1N[C@@]1(C#N)C(F)(F)F
C 0.21 0.55 1.13 -1.175
C -0.07 0.02 -0.30 -0.468
N -1.40 -0.42 -0.51 -0.240
N -2.06 0.06 -1.73 -0.741
C -2.53 0.37 -0.47 1.220
C -2.58 1.68 -0.03 -0.316
N -2.65 2.68 0.51 -0.406
C -3.87 -0.51 0.16 0.816
F -5.00 -0.04 -0.23 -0.238
F -3.75 -1.73 -0.30 -0.268
F -3.79 -0.64 1.50 -0.253
H 0.07 1.68 1.30 0.305
H -0.35 0.04 1.79 0.384
H 1.34 0.58 1.34 0.332
H 0.12 0.80 -0.99 0.394
H 0.71 -0.73 -0.51 0.346
H -2.52 -0.77 -2.10 0.310

# 2
16
Properties=species:S:1:pos:R:3:mulliken_charge:R:1 method="wB97M-V/def2-TZVPD" homo_energy_ha=-0.303 lumo_energy_ev=0.91 gap_ev=9.154 e_above_lowest_kcal_mol=29.50 smiles="C[C@H]1OC=CN1C(F)(F)F"
C -0.67 -1.46 -0.23 -1.252
C 0.21 -0.20 -0.49 0.336
O -0.63 0.88 -0.77 -0.349
C -0.18 1.93 -0.07 -0.504
C 0.96 1.70 0.64 -0.266
N 1.28 0.32 0.53 -0.222
C 2.74 0.01 -0.15 0.837
F 3.68 0.60 0.69 -0.293
F 3.16 -1.21 -0.24 -0.232
F 2.90 0.62 -1.30 -0.243
H -1.42 -1.21 0.51 0.310
H -0.08 -2.34 -0.06 0.341
H -1.22 -1.62 -1.13 0.338
H 0.80 -0.33 -1.44 0.243
H -0.71 2.79 -0.19 0.525
H 1.54 2.18 1.38 0.430

# 3
16
Properties=species:S:1:pos:R:3:mulliken_charge:R:1 method="wB97M-V/def2-TZVPD" homo_energy_ha="-0.273 / -0.368" lumo_energy_ev="-0.89 / -0.14" gap_ev="6.537 / 9.874" e_above_lowest_kcal_mol=86.96
C -1.00 1.50 0.65 -0.229
C -1.65 0.29 0.98 -0.357
C -0.02 -0.14 -0.59 0.597
C 1.38 -0.76 -0.25 -1.067
C -1.49 2.37 -2.63 0.571
N -0.08 1.29 -0.24 -0.539
O -1.09 -0.66 0.27 -0.420
F -0.61 3.21 -3.16 -0.214
F -1.44 1.21 -3.29 -0.196
F -2.67 2.96 -2.86 -0.211
H -1.01 2.42 1.14 0.448
H -2.33 0.00 1.69 0.512
H -0.37 -0.27 -1.61 0.263
H 0.96 -1.63 0.31 0.294
H 2.13 -0.14 0.36 0.280
H 1.90 -0.91 -1.24 0.269

# 4
13
Properties=species:S:1:pos:R:3:mulliken_charge:R:1 method="wB97M-V/def2-TZVPD" homo_energy_ha=-0.298 lumo_energy_ev=0.98 gap_ev=9.094 e_above_lowest_kcal_mol=0.36 smiles=Cc1c[nH]c(F)c1
C 1.12 -0.78 -1.41 -1.136
C 0.26 -0.19 -0.35 0.889
C -1.12 -0.28 -0.25 -0.941
N -1.51 0.41 0.88 0.031
C -0.42 0.92 1.49 0.189
F -0.56 1.63 2.60 -0.280
C 0.71 0.58 0.77 -0.616
H 1.86 -1.51 -0.99 0.260
H 0.51 -1.32 -2.14 0.314
H 1.68 -0.05 -1.94 0.292
H -1.79 -0.77 -0.90 0.409
H -2.47 0.50 1.21 0.212
H 1.72 0.87 1.03 0.378

# 5
13
Properties=species:S:1:pos:R:3:mulliken_charge:R:1 method="wB97M-V/def2-TZVPD" s2=2.013 homo_energy_ha="-0.211 / -0.367" spin_multiplicity=3 lumo_energy_ev="0.96 / -2.05" gap_ev="6.698 / 7.932" e_above_lowest_kcal_mol=41.91
C 1.81 0.61 0.15 0.336
C -1.41 0.17 -0.30 0.049
C -1.27 1.35 -0.05 -0.357
C -1.80 -1.20 -0.42 -0.919
C 2.12 -0.52 0.65 -0.364
N 1.88 1.75 -0.27 -0.467
F 2.01 -1.63 -0.11 -0.141
H 1.06 2.26 -0.29 0.280
H -1.16 2.34 0.19 0.484
H -0.84 -1.81 -0.42 0.224
H -2.42 -1.40 0.55 0.235
H -2.38 -1.32 -1.36 0.278
H 2.39 -0.60 1.68 0.362

# 6
17
Properties=species:S:1:pos:R:3:mulliken_charge:R:1 method="wB97M-V/def2-TZVPD" homo_energy_ha=-0.133 lumo_energy_ev=3.57 gap_ev=7.193 e_above_lowest_kcal_mol=0.00 charge=-1 smiles=C[C@]1(n2nnnc2[O-])C[C@H]1F
C -0.89 -1.53 -0.29 -1.725
C 0.08 -0.39 -0.04 1.015
N -0.47 0.76 0.57 0.638
N -1.25 0.61 1.69 -0.595
N -1.65 1.82 2.02 -0.433
N -1.17 2.71 1.21 -0.478
C -0.41 2.09 0.21 0.495
O 0.12 2.59 -0.78 -0.724
C 1.01 -0.20 -1.22 -0.885
C 1.51 -0.80 0.10 -0.082
F 2.34 -0.20 0.93 -0.313
H -1.18 -2.02 0.70 0.298
H -0.43 -2.20 -0.87 0.499
H -1.74 -1.26 -0.74 0.444
H 1.34 0.85 -1.47 0.293
H 0.93 -1.00 -2.02 0.197
H 1.86 -1.82 -0.01 0.355

# 7
15
Properties=species:S:1:pos:R:3:mulliken_charge:R:1 method="wB97M-V/def2-TZVPD" s2=0.763 homo_energy_ha="-0.428 / -0.461" spin_multiplicity=2 lumo_energy_ev="-6.43 / -6.42" gap_ev="5.215 / 6.125" e_above_lowest_kcal_mol=58.76 charge=+1
O 5.13 0.47 -1.90 -0.179
C 4.45 0.63 -0.98 0.789
O 3.91 0.79 0.05 -0.534
O 1.11 -0.53 0.27 -0.570
C -0.22 -0.89 0.29 -0.344
C -1.17 0.31 0.28 -0.315
C -2.62 -0.11 0.41 -0.326
C -3.55 0.09 -0.49 -0.478
Hg 2.29 0.45 1.11 1.296
H -0.45 -1.51 1.19 0.257
H -0.45 -1.52 -0.59 0.272
H -1.02 0.89 -0.65 0.294
H -0.91 0.97 1.13 0.270
H -2.88 -0.63 1.34 0.271
H -3.64 0.58 -1.46 0.298

# 8
17
Properties=species:S:1:pos:R:3:mulliken_charge:R:1 method="wB97M-V/def2-TZVPD" s2=0.754 homo_energy_ha="-0.474 / -0.474" spin_multiplicity=2 lumo_energy_ev="-6.60 / -6.63" gap_ev="6.302 / 6.275" charge=+1
H -2.11 -0.39 2.42 0.340
O 0.82 2.60 -0.20 -0.442
C -1.60 0.08 1.58 -0.937
C 0.29 3.44 0.45 0.706
H -2.34 0.36 0.83 0.416
H 0.13 -1.49 -2.87 0.339
C 0.62 -1.24 -1.91 -0.373
C -0.23 -1.56 -0.68 -0.212
O 0.38 -0.91 0.41 -0.417
C -0.09 -0.17 1.53 1.229
O 0.31 3.83 1.70 -0.311
O 1.04 0.39 1.87 -0.622
Hg 1.59 0.74 0.01 1.222
O 1.16 0.00 -1.90 -0.796
H 1.54 -1.90 -1.94 0.305
H -0.27 -2.64 -0.49 0.258
H -1.23 -1.13 -0.81 0.297

# 9
13
Properties=species:S:1:pos:R:3:mulliken_charge:R:1 method="wB97M-V/def2-TZVPD" homo_energy_ha=-0.330 lumo_energy_ev=0.36 gap_ev=9.346 e_above_lowest_kcal_mol=37.72 smiles="C[C@@]1(I)CC=C1I"
C -0.71 -0.07 1.59 -1.129
C 0.18 -0.68 0.03 0.247
I 1.04 -2.54 0.16 0.151
C -0.71 -0.16 -1.16 -0.700
C 0.25 0.96 -1.24 -0.312
C 1.12 0.51 -0.33 -0.555
I 3.07 1.17 0.31 0.094
H -0.83 0.97 1.39 0.383
H 0.03 -0.38 2.30 0.395
H -1.62 -0.59 1.85 0.337
H -1.72 -0.17 -0.97 0.362
H -0.50 -0.77 -2.01 0.257
H 0.42 1.75 -1.92 0.470

# 10
17
Properties=species:S:1:pos:R:3:mulliken_charge:R:1 method="wB97M-V/def2-TZVPD" homo_energy_ha=-0.372 lumo_energy_ev=-3.74 gap_ev=6.391 e_above_lowest_kcal_mol=3.03 charge=+1
K 4.77 2.05 1.09 0.975
K 4.40 -0.92 -3.75 0.955
O 2.02 -1.21 -0.20 -0.392
C 3.26 -1.08 -0.74 0.674
O 3.73 -2.08 -1.28 -0.695
O 3.80 0.09 -0.72 -0.780
H 1.81 -0.40 0.27 0.258
N -1.80 0.39 1.50 -0.002
C -3.03 -0.20 1.35 -0.428
C -3.39 -0.03 0.04 -0.441
C -2.35 0.70 -0.61 -0.432
C -1.38 0.93 0.31 -0.467
H -1.29 0.43 2.37 0.194
H -3.49 -0.68 2.19 0.388
H -4.32 -0.38 -0.38 0.388
H -2.32 0.97 -1.65 0.387
H -0.43 1.44 0.24 0.419

Calculated values (hartree/bohr) of max |F| for the records, taken in order: 0.11122, 0.09635, 0.06504, 0.02806, 0.07752, 0.11594, 0.15505, 0.21705, 0.09509, 0.01701.